Run a
14
Properties=species:S:1:pos:R:3 method="wB97M-V/def2-TZVPD" gap_ev=9.984 e_lumo_ev=0.2 charge=0 homo_ev=-9.762 smiles="O=C1CNCC(=O)N1"
O -2.32 -1.26 -0.02
C -1.22 -0.66 0.00
C -1.00 0.75 0.31
N -0.01 1.34 -0.38
C 1.25 0.72 0.05
C 1.14 -0.76 0.11
O 1.97 -1.62 0.10
N -0.14 -1.20 -0.42
H -0.85 0.68 1.41
H -1.97 1.28 0.21
H -0.12 1.00 -1.42
H 1.45 1.07 1.13
H 2.16 0.99 -0.85
H -0.33 -2.34 -0.23

***

Run b
14
Properties=species:S:1:pos:R:3 method="wB97M-V/def2-TZVPD" gap_ev=10.115 e_lumo_ev=0.5 charge=0 homo_ev=-9.582 smiles="O=Cn1ccnc1.O"
O -1.48 -0.43 -0.35
C -0.61 0.40 -0.32
N 0.75 0.11 -0.10
C 1.42 -1.08 0.03
C 2.73 -0.75 0.11
N 2.85 0.62 0.11
C 1.67 1.12 -0.13
H -0.57 1.49 -0.50
H 1.00 -2.05 0.23
H 3.47 -1.56 0.16
H 1.45 2.16 -0.19
O -4.17 0.36 0.28
H -3.99 -0.31 -0.39
H -4.53 -0.07 1.04

***

Run c
14
Properties=species:S:1:pos:R:3 method="wB97M-V/def2-TZVPD" gap_ev=8.427 e_lumo_ev=0.7 charge=0 homo_ev=-7.737 smiles="[H]/N=c1/oc(O)cn1C"
H -2.02 1.88 -0.26
N -1.01 2.06 0.06
C -0.24 1.04 0.09
O 1.12 1.21 0.05
C 1.81 0.02 0.02
O 3.12 0.13 -0.08
C 0.91 -0.95 0.19
N -0.39 -0.28 0.05
C -1.68 -0.96 -0.06
H 3.27 1.04 0.02
H 0.97 -1.99 0.23
H -1.40 -1.96 -0.43
H -2.20 -0.37 -0.80
H -2.24 -0.87 0.92

***

It comes down to run b, which is 79.1 kJ/mol more stable than the next structure.

***

Run a
14
Properties=species:S:1:pos:R:3 method="wB97M-V/def2-TZVPD" gap_ev=9.813 e_lumo_ev=0.8 charge=0 homo_ev=-9.050 smiles="[H]/N=C1/CN[C@H]2O[C@@]12O"
H 2.59 -0.76 1.13
N 1.69 -0.79 1.62
C 0.71 -0.35 0.96
C -0.85 -0.39 0.99
N -1.51 0.15 -0.37
C -0.46 0.62 -1.26
O 0.52 1.55 -0.72
C 0.94 0.21 -0.55
O 2.11 -0.19 -1.13
H -1.09 -1.48 1.19
H -1.18 0.25 1.92
H -2.24 0.78 -0.18
H -0.54 0.56 -2.37
H 2.52 0.60 -1.62

***

Run b
14
Properties=species:S:1:pos:R:3 method="wB97M-V/def2-TZVPD" gap_ev=5.666 e_lumo_ev=-2.8 charge=0 homo_ev=-8.439
C -2.45 -0.47 0.31
C -0.73 1.36 -0.29
C 0.56 1.65 -0.09
C 1.25 0.31 0.00
H -2.70 -1.52 -0.02
H -3.21 0.28 0.10
H -2.14 -0.43 1.43
H -1.68 1.96 -0.30
H 1.17 2.56 0.03
H 1.83 -2.21 1.02
N -1.12 0.08 -0.11
N 0.05 -0.51 0.25
O 2.42 -0.14 0.29
O 0.38 -1.69 -0.64

***

Run c
14
Properties=species:S:1:pos:R:3 method="wB97M-V/def2-TZVPD" gap_ev=9.016 e_lumo_ev=0.5 charge=0 homo_ev=-8.528 smiles="[H]/N=C/N(C=C)OC=O"
H 3.42 -0.49 0.12
N 2.60 0.23 0.15
C 1.47 -0.32 -0.31
N 0.25 0.32 -0.27
C -0.13 1.54 0.24
C -1.45 1.81 0.23
O -0.81 -0.33 -0.86
C -1.29 -1.41 -0.06
O -0.55 -1.65 0.91
H 1.26 -1.45 -0.62
H 0.78 2.16 0.59
H -2.35 1.23 -0.09
H -1.71 2.90 0.39
H -2.13 -2.05 -0.51

***

Run d
14
Properties=species:S:1:pos:R:3 method="wB97M-V/def2-TZVPD" gap_ev=8.003 e_lumo_ev=0.8 charge=0 homo_ev=-7.191 smiles=Nc1c[nH]c(O)c1O
N -2.21 0.19 -0.02
C -0.78 -0.23 -0.01
C -0.16 -1.45 0.03
N 1.26 -1.23 0.03
C 1.46 0.09 -0.08
O 2.71 0.58 0.07
C 0.21 0.74 -0.03
O -0.02 2.11 0.02
H -2.82 -0.49 -0.48
H -2.58 0.39 0.88
H -0.48 -2.45 0.08
H 1.90 -2.03 -0.18
H 2.54 1.58 -0.05
H -1.03 2.20 -0.27

***

It comes down to run d, which is 179.2 kJ/mol more stable than the next structure.

***

Run a
14
Properties=species:S:1:pos:R:3 method="wB97M-V/def2-TZVPD" gap_ev=8.796 e_lumo_ev=0.5 charge=0 homo_ev=-8.284 smiles="CNc1coc(=O)[nH]1"
C -2.52 -0.84 0.12
N -1.95 0.45 -0.27
C -0.58 0.53 0.00
C 0.29 1.54 0.01
O 1.61 0.91 0.14
C 1.42 -0.41 0.01
O 2.38 -1.21 -0.10
N 0.10 -0.65 -0.02
H -2.26 -1.67 -0.54
H -3.58 -0.88 0.00
H -2.38 -1.02 1.16
H -2.50 1.27 0.15
H 0.41 2.68 -0.10
H -0.29 -1.54 0.16

***

Run b
14
Properties=species:S:1:pos:R:3 method="wB97M-V/def2-TZVPD" gap_ev=9.066 e_lumo_ev=-0.4 charge=0 homo_ev=-9.459
C -3.01 0.52 0.09
C 0.35 -0.16 -0.50
C 1.28 -1.09 0.25
C 1.45 0.90 -0.27
H -3.12 0.60 1.25
H -3.88 1.05 -0.42
H 0.25 -0.30 -1.73
H 1.25 -1.10 1.54
H 1.62 -2.06 -0.34
H 3.01 -0.07 0.91
N -1.99 0.01 -0.61
N 2.45 -0.11 -0.40
O -0.97 -0.31 0.16
O 1.31 2.11 0.07

***

Run c
14
Properties=species:S:1:pos:R:3 method="wB97M-V/def2-TZVPD" gap_ev=9.257 e_lumo_ev=0.7 charge=0 homo_ev=-8.563 smiles="C=C(N)C(=O)O.C#N"
C 0.31 0.94 1.22
C -0.63 0.64 0.39
N -1.50 1.60 -0.04
C -0.82 -0.73 -0.10
O -0.39 -1.68 0.47
O -1.23 -0.66 -1.37
H 0.50 1.97 1.22
H 0.96 0.24 1.66
H -2.21 1.46 -0.72
H -1.28 2.54 0.18
H -1.19 -1.52 -1.80
C 2.51 -1.58 -0.32
N 2.85 -1.10 -1.31
H 2.12 -2.14 0.54

***

It comes down to run a, which is 35.0 kJ/mol more stable than the next structure.

***

Run a
14
Properties=species:S:1:pos:R:3 method="wB97M-V/def2-TZVPD" gap_ev=9.338 e_lumo_ev=0.4 charge=0 homo_ev=-8.933 smiles="O=C(O)[C@@H]1CC=NN1"
O 1.80 1.20 -0.18
C 1.31 -0.01 0.03
O 2.06 -1.16 -0.35
C 0.03 -0.01 0.66
C -0.96 -1.02 0.50
C -1.98 -0.63 -0.46
N -1.96 0.71 -0.64
N -0.78 1.10 0.37
H 3.03 -0.65 -0.69
H 0.15 0.18 1.75
H -1.45 -1.29 1.42
H -0.69 -1.98 0.14
H -2.78 -1.30 -0.98
H -0.25 1.96 0.11

***

Run b
14
Properties=species:S:1:pos:R:3 method="wB97M-V/def2-TZVPD" gap_ev=10.312 e_lumo_ev=0.8 charge=0 homo_ev=-9.534 smiles="CN1C(=O)[C@H]1/C=N/O"
C -0.12 -2.06 0.20
N 0.82 -1.07 -0.30
C 0.89 -0.30 -1.34
O 0.76 -0.22 -2.58
C 1.14 0.33 -0.07
C 0.17 1.38 0.39
N -1.04 1.29 0.31
O -1.77 2.46 0.78
H -1.14 -1.69 0.20
H -0.08 -2.86 -0.51
H 0.15 -2.45 1.15
H 2.21 0.59 0.25
H 0.68 2.43 0.60
H -2.67 2.17 0.94

***

It comes down to run a, which is 51.0 kJ/mol more stable than the next structure.

***

Run a
14
Properties=species:S:1:pos:R:3 method="wB97M-V/def2-TZVPD" gap_ev=10.709 e_lumo_ev=0.7 charge=0 homo_ev=-9.964 smiles="NC(=O)[C@H]1CN1C=O"
N -1.17 1.75 0.15
C 0.16 1.65 0.19
O 0.91 2.64 0.32
C 0.63 0.24 0.19
C 0.11 -0.80 1.11
N -0.24 -0.79 -0.35
C 0.27 -1.84 -1.27
O 0.48 -2.99 -1.00
H -1.65 2.66 0.05
H -1.67 0.91 -0.08
H 1.67 0.17 -0.17
H -0.65 -0.65 1.86
H 0.82 -1.65 1.34
H 0.33 -1.30 -2.32

***

Run b
14
Properties=species:S:1:pos:R:3 method="wB97M-V/def2-TZVPD" gap_ev=9.999 e_lumo_ev=0.8 charge=0 homo_ev=-9.237 smiles="CC1OC=NN=CO1"
C 1.43 -0.46 -0.50
C -0.06 -0.71 -0.76
O -0.76 0.43 -1.25
C -0.83 1.54 -0.50
N -0.78 1.67 0.75
N -0.83 0.72 1.70
C -0.74 -0.53 1.54
O -0.71 -1.30 0.40
H 1.88 -1.38 -0.09
H 1.44 0.31 0.27
H 1.99 -0.09 -1.36
H -0.26 -1.44 -1.52
H -1.02 2.43 -1.09
H -0.75 -1.18 2.40

***

Run c
14
Properties=species:S:1:pos:R:3 method="wB97M-V/def2-TZVPD" gap_ev=7.494 e_lumo_ev=0.8 charge=0 homo_ev=-6.664 smiles=Nc1[nH]cc(O)c1O
N -0.39 -2.21 0.52
C -0.06 -0.87 0.35
N 0.87 -0.26 1.14
C 1.22 0.86 0.37
C 0.14 1.18 -0.45
O -0.06 2.31 -1.19
C -0.72 0.08 -0.43
O -1.88 -0.10 -1.14
H -1.21 -2.48 -0.01
H -0.36 -2.56 1.48
H 1.54 -0.78 1.68
H 2.22 1.25 0.44
H 0.66 2.93 -1.01
H -1.96 0.65 -1.74

***

Run d
14
Properties=species:S:1:pos:R:3 method="wB97M-V/def2-TZVPD" gap_ev=10.291 e_lumo_ev=0.4 charge=0 homo_ev=-9.875 smiles="C=C/C(N)=N/C(=O)O"
C -2.51 -0.11 0.66
C -1.37 -0.68 0.27
C -0.09 0.07 -0.06
N -0.10 1.38 -0.25
N 0.94 -0.71 -0.02
C 2.21 -0.15 -0.40
O 2.50 1.02 -0.56
O 3.15 -1.10 -0.49
H -2.62 0.95 0.81
H -3.39 -0.71 0.84
H -1.29 -1.75 0.15
H -0.95 1.92 -0.18
H 0.80 1.81 -0.43
H 2.73 -1.96 -0.35

***

It comes down to run d, which is 124.5 kJ/mol more stable than the next structure.

***

Run a
62
Properties=species:S:1:pos:R:3 method="wB97M-V/def2-TZVPD" gap_ev="6.193 / 6.194" e_lumo_ev="2.9 / 2.9" charge=-1 homo_ev="-3.342 / -3.343"
Pd -0.54 -0.43 -0.44
C 1.36 5.04 -1.32
Si 2.91 4.07 -0.91
C 4.11 4.27 -2.35
C 3.69 4.83 0.62
C 2.73 2.23 -0.59
C 3.91 1.57 -0.27
C 3.92 0.21 0.05
C 2.72 -0.46 0.00
N 1.58 0.12 -0.35
C 1.54 1.45 -0.60
S -0.05 2.04 -0.89
H 1.63 6.09 -1.48
H 0.64 4.98 -0.51
H 0.87 4.65 -2.21
H 4.31 5.32 -2.56
H 3.70 3.81 -3.25
H 5.07 3.78 -2.14
H 3.87 5.90 0.48
H 4.64 4.36 0.86
H 3.03 4.70 1.48
H 4.85 2.12 -0.24
H 4.83 -0.30 0.33
H 2.66 -1.51 0.25
O -2.45 -0.46 -0.36
C 1.50 -3.34 -1.77
C 0.00 -3.58 -1.72
P -0.93 -2.59 -0.48
C -2.62 -3.14 -0.89
C -2.97 -4.62 -0.99
C -0.41 -3.31 1.13
C -0.48 -4.81 1.40
H 1.97 -3.96 -2.54
H 1.98 -3.59 -0.82
H 1.71 -2.30 -1.99
H -0.21 -4.64 -1.56
H -0.45 -3.32 -2.69
H -2.80 -2.64 -1.85
H -3.26 -2.58 -0.21
H -2.30 -5.16 -1.66
H -3.98 -4.72 -1.40
H -2.97 -5.12 -0.03
H -0.93 -2.73 1.90
H 0.63 -2.98 1.23
H -1.50 -5.18 1.47
H 0.02 -5.04 2.35
H 0.03 -5.39 0.62
S -0.36 0.08 3.00
C -1.85 0.66 2.46
N -1.95 1.86 1.86
C -3.08 2.20 1.00
C -4.36 1.68 1.63
C -4.19 0.19 1.89
N -3.00 -0.02 2.70
H -1.05 2.18 1.52
H -2.92 1.71 0.04
H -3.10 3.29 0.90
H -5.19 1.84 0.96
H -4.57 2.20 2.57
H -4.07 -0.33 0.94
H -5.05 -0.21 2.45
H -2.81 -0.96 3.00

***

Run b
62
Properties=species:S:1:pos:R:3 method="wB97M-V/def2-TZVPD" gap_ev=6.556 e_lumo_ev=2.8 charge=-1 homo_ev=-3.774
Pd 0.08 0.92 0.13
C 3.78 3.30 4.22
Si 2.44 4.55 3.86
C 3.27 6.16 3.35
C 1.49 4.86 5.45
C 1.17 4.15 2.53
C 0.21 5.13 2.32
C -0.82 4.96 1.39
C -0.85 3.78 0.69
N 0.07 2.83 0.85
C 1.08 2.95 1.76
S 2.12 1.60 1.87
H 4.43 3.71 5.00
H 4.38 3.09 3.34
H 3.36 2.36 4.56
H 3.97 6.50 4.12
H 2.55 6.96 3.17
H 3.84 6.02 2.42
H 2.17 5.17 6.25
H 0.98 3.95 5.77
H 0.73 5.64 5.33
H 0.26 6.05 2.89
H -1.58 5.71 1.23
H -1.63 3.56 -0.02
O 0.27 -0.93 -0.52
C -2.93 0.86 -1.83
C -1.73 0.31 -2.59
P -0.18 1.11 -2.07
C 1.17 0.31 -3.01
C 0.79 -0.44 -4.28
C -0.28 2.81 -2.78
C -0.36 2.91 -4.31
H -3.85 0.35 -2.13
H -3.08 1.93 -2.01
H -2.79 0.71 -0.76
H -1.87 0.38 -3.68
H -1.58 -0.74 -2.34
H 1.62 -0.38 -2.29
H 1.91 1.10 -3.22
H 0.14 -1.28 -4.03
H 1.67 -0.85 -4.77
H 0.26 0.18 -5.00
H 0.60 3.33 -2.42
H -1.13 3.31 -2.32
H 0.54 2.51 -4.77
H -0.47 3.95 -4.62
H -1.21 2.35 -4.70
S -1.39 0.30 2.16
C -0.33 -1.00 2.68
N -0.27 -2.13 2.07
C 0.74 -3.10 2.46
C 1.31 -2.90 3.86
C 1.65 -1.43 4.03
N 0.43 -0.68 3.81
H -0.04 -1.47 0.23
H 1.55 -3.05 1.72
H 0.31 -4.10 2.37
H 2.20 -3.53 4.00
H 0.57 -3.19 4.61
H 2.44 -1.14 3.32
H 2.02 -1.22 5.04
H 0.56 0.33 3.85

***

It comes down to run b, which is 134.3 kJ/mol more stable than the next structure.

***

Run a
17
Properties=species:S:1:pos:R:3 method="wB97M-V/def2-TZVPD" gap_ev=6.366 e_lumo_ev=4.1 charge=-1 homo_ev=-2.308
C 2.14 0.32 0.86
C 2.21 0.20 -0.67
S 0.87 -1.04 -1.16
H 1.14 0.84 1.17
H 2.39 -0.59 1.34
H 2.93 1.05 1.15
H 3.24 -0.01 -1.00
H 1.86 1.04 -1.18
H -1.49 -2.07 -0.14
C -2.11 -0.34 0.51
O -2.20 -1.86 0.51
C -1.57 0.45 -0.61
H -3.19 -0.09 0.64
H -1.74 0.02 1.43
H -2.16 1.36 -0.66
H -0.55 0.73 -0.53
H -1.75 -0.01 -1.66

***

Run b
17
Properties=species:S:1:pos:R:3 method="wB97M-V/def2-TZVPD" gap_ev=6.578 e_lumo_ev=4.0 charge=-1 homo_ev=-2.621
C 3.26 0.67 -0.31
C 2.17 -0.33 -0.65
S 1.49 -1.28 0.73
H 3.24 1.11 0.69
H 4.24 0.21 -0.42
H 3.26 1.51 -1.02
H 2.54 -1.08 -1.34
H 1.34 0.17 -1.16
H -0.84 -1.59 0.33
C -2.19 -0.33 0.88
O -1.83 -1.55 0.25
C -3.02 0.54 -0.07
H -2.76 -0.53 1.78
H -1.25 0.16 1.13
H -2.78 1.58 0.15
H -2.79 0.31 -1.10
H -4.09 0.42 0.11

***

It comes down to run b, which is 133.5 kJ/mol more stable than the next structure.

***

Run a
17
Properties=species:S:1:pos:R:3 method="wB97M-V/def2-TZVPD" gap_ev=5.017 e_lumo_ev=3.1 charge=-1 homo_ev=-1.915
C -2.04 -1.83 -1.12
C -0.72 -2.59 -0.93
S 0.69 -1.40 -0.92
H -2.54 -1.63 -0.19
H -1.86 -0.89 -1.65
H -2.73 -2.40 -1.74
H -0.59 -3.30 -1.74
H -0.67 -3.09 0.03
H 1.39 -2.00 0.05
C 1.15 2.90 0.45
O 2.14 2.69 -0.42
C 1.10 1.87 1.60
H 1.17 3.90 0.96
H 0.11 2.89 -0.02
H 0.25 2.06 2.27
H 1.10 0.86 1.20
H 2.03 1.96 2.17

***

Run b
17
Properties=species:S:1:pos:R:3 method="wB97M-V/def2-TZVPD" gap_ev=6.807 e_lumo_ev=4.1 charge=-1 homo_ev=-2.733
C -1.41 -0.50 0.78
O -0.42 -1.39 0.29
C -2.11 0.25 -0.34
C -1.20 1.33 -0.97
H -1.00 0.22 1.52
H -2.13 -1.21 1.31
H -2.97 0.78 0.13
H -2.49 -0.46 -1.14
H -0.62 0.97 -1.85
H -0.40 1.60 -0.30
H -1.86 2.25 -1.26
C 3.33 -0.71 0.31
S 1.98 0.56 0.24
H 4.22 -0.24 0.80
H 3.09 -1.61 0.90
H 3.57 -1.01 -0.71
H 0.41 -0.83 0.28

***

It comes down to run b, which is 156.0 kJ/mol more stable than the next structure.

***

Run a
13
Properties=species:S:1:pos:R:3 method="wB97M-V/def2-TZVPD" gap_ev=10.101 e_lumo_ev=0.9 charge=0 homo_ev=-9.179 smiles="[H]/N=C/NC.O"
H 1.39 1.01 -2.04
N 1.11 0.17 -1.51
C -0.09 0.38 -1.05
N -0.66 -0.27 0.02
C -1.90 0.03 0.71
H -0.61 1.27 -1.45
H 0.03 -0.80 0.53
H -2.32 0.98 0.60
H -1.74 -0.09 1.78
H -2.74 -0.70 0.48
O 2.37 -0.99 0.81
H 1.93 -0.47 0.09
H 3.24 -0.53 1.02

***

Run b
13
Properties=species:S:1:pos:R:3 method="wB97M-V/def2-TZVPD" gap_ev="8.375 / 8.374" e_lumo_ev="0.5 / 0.5" charge=0 homo_ev="-7.920 / -7.919"
C 0.09 0.08 -0.34
C -0.07 -1.39 -0.10
N 0.05 0.96 0.72
N -1.42 0.86 -0.18
O 2.11 0.42 0.24
H 2.43 -0.09 0.99
H 0.47 1.84 0.43
H 0.45 0.39 -1.31
H -2.16 0.51 0.42
H -1.65 1.67 -0.73
H 0.89 -1.87 -0.24
H -0.79 -1.82 -0.81
H -0.42 -1.57 0.91

***

It comes down to run a, which is 409.0 kJ/mol more stable than the next structure.

***

Run a
13
Properties=species:S:1:pos:R:3 method="wB97M-V/def2-TZVPD" gap_ev=10.391 e_lumo_ev=0.8 charge=0 homo_ev=-9.585 smiles="NC=O.CN"
N -1.46 -0.42 -0.89
C -2.39 0.45 -0.34
O -3.51 0.29 0.04
H -0.55 -0.15 -0.62
H -1.84 -1.10 -1.55
H -1.79 1.40 0.06
C 1.92 -0.05 -0.06
N 0.95 -0.20 1.09
H 2.96 0.27 0.24
H 1.96 -1.01 -0.57
H 1.58 0.80 -0.74
H 0.85 0.65 1.61
H 1.32 -0.93 1.73

***

Run b
13
Properties=species:S:1:pos:R:3 method="wB97M-V/def2-TZVPD" gap_ev=8.897 e_lumo_ev=0.9 charge=0 homo_ev=-8.000 smiles=CNCON
C 1.90 0.48 -0.48
N 1.00 -0.61 -0.16
C -0.41 -0.31 0.62
O -0.95 0.22 -0.50
N -2.47 0.03 0.24
H 1.65 0.96 -1.43
H 2.92 0.10 -0.55
H 1.86 1.22 0.31
H 0.91 -1.28 -0.92
H -0.14 0.41 1.39
H -0.72 -1.30 0.97
H -2.85 -0.82 -0.18
H -2.72 0.90 0.69

***

Run c
13
Properties=species:S:1:pos:R:3 method="wB97M-V/def2-TZVPD" gap_ev=9.937 e_lumo_ev=1.0 charge=0 homo_ev=-8.967
C 0.07 -1.03 -0.28
N -0.75 -0.05 0.41
C -1.02 -0.23 1.63
N -0.63 -1.26 2.44
H 0.58 -0.55 -1.11
H -0.54 -1.84 -0.69
H 0.86 -1.45 0.35
H -1.61 0.55 2.10
H -0.22 -2.10 2.06
H -0.97 -1.31 3.38
O 1.61 2.78 -3.45
H 1.28 3.17 -2.64
H 1.34 3.32 -4.19

***

It comes down to run c, which is 22.5 kJ/mol more stable than the next structure.